Formula: C8H15GeO6PtSe
Source: the OMol25 dataset
Level of theory: ωB97M-V with the def2-TZVPD basis set

For the maximum force, the calculation gives 1.005 eV/A. The spin multiplicity is 1. The value obtained for the frontier orbital gap is 6.7 eV. As for the relative energy (zero: lowest compared OMol25 entry of this formula, charge and spin): 1.3944 eV. The value obtained for the total energy is -145935.0817 eV. The total charge is -1. The HOMO energy is -0.1528 hartree. As for the LUMO energy: 2.50 eV.

Each line ends with the Löwdin charge.
Atoms and positions in Å:
Pt -0.0488 0.3822 -0.5574  1.044
O 2.4594 -1.0145 2.2777  0.063
C 1.5912 -0.5310 1.5846  -0.582
O 1.3923 -0.8377 0.3365  -0.208
C 0.5834 0.5067 2.1831  -0.564
O 0.6229 0.8519 3.3402  0.070
O -0.3203 0.9429 1.3354  -0.238
O 0.2347 0.0585 -2.6054  -0.197
C 0.0309 1.2687 -2.9236  -0.555
O -0.2977 2.1097 -2.0652  -0.112
H 0.1845 1.5563 -3.9725  0.126
C -3.3153 -5.0206 0.3969  -0.230
Ge -4.3795 -3.4217 0.0213  0.723
C -5.9944 -3.9583 -0.9677  -0.233
C -4.9038 -2.5592 1.6953  -0.223
C -3.3210 -2.1323 -1.0077  -0.585
Se -1.6298 -1.7087 -0.0867  0.886
C -0.5297 -2.9209 -1.1290  -0.379
H -3.8687 -5.6899 1.0574  0.014
H -2.3822 -4.7464 0.8893  0.010
H -3.0826 -5.5614 -0.5214  0.016
H -6.5814 -4.6536 -0.3645  0.010
H -5.7352 -4.4569 -1.9025  0.011
H -6.6223 -3.0968 -1.1975  0.011
H -5.3803 -3.2708 2.3711  0.015
H -5.6030 -1.7446 1.5028  0.017
H -4.0255 -2.1475 2.1930  0.014
H -3.8639 -1.1942 -1.1194  0.012
H -3.0667 -2.4951 -2.0042  0.015
H -0.8720 -3.9445 -0.9933  0.010
H 0.4812 -2.7971 -0.7475  0.015
H -0.5750 -2.6244 -2.1749  0.023


Formula: B5H20Sn
Source: the OMol25 dataset
Level of theory: ωB97M-V with the def2-TZVPD basis set

For the maximum force, the calculation gives 4.726 eV/A. The spin multiplicity is 1. The value obtained for the frontier orbital gap is 4.8 eV. As for the relative energy (zero: lowest compared OMol25 entry of this formula, charge and spin): 11.4966 eV. The value obtained for the total energy is -9514.0241 eV. The total charge is -3. The HOMO energy is 0.1265 hartree. As for the LUMO energy: 8.20 eV.

Each line ends with the Löwdin charge.
Atoms and positions in Å:
Sn 0.6758 0.2769 -0.9552  1.283
B 0.2073 -1.5213 0.8361  -0.480
H 0.9174 -2.3086 1.0365  -0.028
H -0.7128 -1.7157 1.3652  -0.006
H 0.5632 -0.5843 1.2356  -0.080
H -0.0189 -1.5480 -0.2186  -0.122
B 2.5997 0.3485 0.6523  -0.593
H 2.6136 -0.1285 -0.3155  -0.113
H 1.6646 0.2280 1.1771  -0.096
H 3.2952 -0.1885 1.2785  -0.052
H 2.8486 1.3969 0.5971  -0.058
B -0.6628 -1.4707 -1.9507  -0.611
H -1.1799 -0.7358 -1.3534  -0.117
H -1.3927 -1.9124 -2.6112  -0.038
H 0.0857 -0.9497 -2.5274  -0.115
H -0.1473 -2.1931 -1.3369  -0.054
B -0.1897 1.9614 0.9321  -0.581
H -0.7011 2.6218 0.2491  -0.065
H -0.6326 2.1046 1.9055  -0.024
H -0.3233 0.9266 0.6572  -0.142
H 0.8614 2.2046 0.9121  -0.076
B -2.0829 0.6295 -0.3264  -0.544
H -2.8872 0.4860 0.3785  -0.034
H -2.4167 0.1870 -1.2521  -0.053
H -1.8217 1.6723 -0.4187  -0.066
H -1.1629 0.2126 0.0532  -0.133


Formula: C2H9O5P
Source: the OMol25 dataset
Level of theory: ωB97M-V with the def2-TZVPD basis set

For the maximum force, the calculation gives 3.131 eV/A. The spin multiplicity is 1. The value obtained for the frontier orbital gap is 11.2 eV. Its SMILES is COP(=O)(O)OC.O. As for the relative energy (zero: lowest compared OMol25 entry of this formula, charge and spin): 0.8292 eV. The value obtained for the total energy is -21748.3276 eV. The HOMO energy is -0.3929 hartree. As for the LUMO energy: 0.54 eV.

Each line ends with the Löwdin charge.
Atoms and positions in Å:
O 0.4727 1.3136 -2.9505  -0.277
O 2.3083 2.6298 -1.6300  -0.118
O 1.0012 0.9064 -0.2938  -0.229
O -0.0811 2.9652 -0.9097  -0.248
C 0.0000 0.0000 0.0000  -0.140
C -1.4749 3.1514 -1.2171  -0.092
P 0.8775 1.8584 -1.5963  0.452
H 2.5841 2.9593 -2.5274  0.116
H -0.3371 -0.4400 -0.9536  0.091
H -0.8656 0.4709 0.4956  0.092
H 0.3782 -0.8095 0.6467  0.097
H -1.7217 4.0199 -1.8507  0.093
H -2.0904 3.1965 -0.3030  0.077
H -1.7298 2.2304 -1.7679  0.081
O -5.0036 3.1045 0.1292  -0.090
H -4.5213 2.9242 0.9677  0.045
H -5.6583 3.8004 0.3643  0.050


Formula: C7H14N
Source: the OMol25 dataset
Level of theory: ωB97M-V with the def2-TZVPD basis set

For the maximum force, the calculation gives 2.076 eV/A. The spin multiplicity is 1. The value obtained for the frontier orbital gap is 8.3 eV. Its SMILES is C=C/C=C/CCC[NH3+]. As for the relative energy (zero: lowest compared OMol25 entry of this formula, charge and spin): 1.4853 eV. The value obtained for the total energy is -8967.5924 eV. The total charge is +1. The HOMO energy is -0.4437 hartree. As for the LUMO energy: -3.74 eV.

Each line ends with the Löwdin charge.
Atoms and positions in Å:
C 2.4214 0.2828 0.8663  -0.129
C 1.4283 -0.8528 0.7993  -0.179
C -0.0254 -0.3529 0.8550  -0.218
C -3.2601 0.7209 -2.2794  0.012
C -2.3345 -0.2208 -2.2253  -0.178
C -1.6363 -0.6159 -0.9640  -0.101
C -0.6680 0.1221 -0.4298  -0.107
N 2.7605 0.6315 2.3246  0.194
H 3.3826 -0.0690 0.4870  0.131
H 2.2362 1.2458 0.3942  0.141
H 1.5532 -1.6361 1.5493  0.123
H 1.6163 -1.3175 -0.1751  0.130
H 0.0037 0.5363 1.5219  0.103
H -0.6900 -0.9539 1.4765  0.116
H -3.9170 0.7933 -3.1487  0.061
H -3.5478 1.5378 -1.6277  0.066
H -2.0454 -0.8365 -3.0708  0.102
H -2.0223 -1.5212 -0.5096  0.118
H -0.2469 1.0307 -0.8361  0.113
H 3.7049 1.0083 2.3469  0.168
H 2.6428 -0.1767 2.9325  0.165
H 2.1395 1.3298 2.7473  0.171


Formula: C7H9ClO2
Source: the OMol25 dataset
Level of theory: ωB97M-V with the def2-TZVPD basis set

For the maximum force, the calculation gives 4.652 eV/A. The spin multiplicity is 1. The value obtained for the frontier orbital gap is 9.4 eV. As for the relative energy (zero: lowest compared OMol25 entry of this formula, charge and spin): 2.9974 eV. The value obtained for the total energy is -24017.3973 eV. The HOMO energy is -0.3367 hartree. As for the LUMO energy: 0.22 eV.

Each line ends with the Löwdin charge.
Atoms and positions in Å:
C 2.0464 -0.0178 1.4312  -0.180
C -2.4375 0.7635 -0.4003  0.039
C 0.8759 0.6848 0.9444  -0.039
C -1.1843 1.1772 -0.0803  -0.128
C 3.7928 -0.6572 0.1165  -0.572
C 0.3466 -0.6772 -1.1671  -0.140
C 0.0394 0.3832 -0.0803  -0.182
O 3.3399 0.2881 0.8281  -0.123
O 1.0833 -1.8117 -0.6520  -0.070
Cl 5.2248 -0.1787 -0.6637  0.654
H 2.1538 0.1707 2.4335  0.097
H 1.7574 -1.1094 1.4537  0.148
H -3.3779 1.2120 -0.1908  0.039
H -2.7524 -0.2187 -0.7549  0.059
H 0.7268 1.5455 1.4972  0.087
H -1.0304 2.0707 0.5138  0.100
H -0.5373 -1.0881 -1.6451  0.110
H 1.0894 -0.1502 -1.9018  0.161
H 1.9374 -1.5330 -0.5595  -0.059


Formula: C18H35F7N3O7PSSbSeSiTeTi
Source: the OMol25 dataset
Level of theory: ωB97M-V with the def2-TZVPD basis set

For the maximum force, the calculation gives 0.241 eV/A. The spin multiplicity is 1. The value obtained for the frontier orbital gap is 7.7 eV. As for the relative energy (zero: lowest compared OMol25 entry of this formula, charge and spin): 0.0000 eV. The value obtained for the total energy is -187366.5178 eV. The total charge is -1. The HOMO energy is -0.2083 hartree. As for the LUMO energy: 2.02 eV.

Each line ends with the Löwdin charge.
Atoms and positions in Å:
Ti -0.0888 -0.9819 0.9637  1.089
C -0.5237 3.3443 2.2250  -0.164
Si -0.2191 1.6158 2.8824  0.440
C 0.9552 1.6528 4.3311  -0.149
C -1.8558 0.8709 3.3441  -0.168
N 0.5731 0.6407 1.6180  -0.167
C 1.8518 1.0852 1.1857  -0.285
C 2.0081 2.2025 0.3649  -0.041
C 3.2583 2.6101 -0.0658  -0.089
C 4.3927 1.9022 0.3104  -0.087
C 4.2700 0.7953 1.1369  -0.003
C 3.0121 0.4171 1.5658  -0.236
F 2.9039 -0.6364 2.3841  0.085
H -1.1111 3.9012 2.9602  0.033
H -1.0973 3.3068 1.2959  0.025
H 0.4015 3.8961 2.0475  0.024
H 0.5551 2.2603 5.1465  0.033
H 1.9219 2.0733 4.0421  0.033
H 1.1197 0.6406 4.7071  0.035
H -1.7638 -0.1418 3.7377  0.029
H -2.5478 0.8543 2.4993  -0.013
H -2.2944 1.5007 4.1237  0.041
H 1.1136 2.7243 0.0517  0.106
H 3.3475 3.4799 -0.7054  0.101
H 5.3717 2.2128 -0.0312  0.100
H 5.1238 0.2183 1.4648  0.121
C -3.2248 -2.1065 -1.4119  -0.056
N -3.9479 -0.9548 -0.8746  -0.208
C -4.7402 -1.2352 0.3120  -0.099
C -3.6091 0.3233 -1.1768  -0.793
S -3.7585 1.5905 -0.0763  0.636
N -3.1595 0.5232 -2.4443  -0.207
C -3.6958 -0.2327 -3.5673  -0.073
C -2.5533 1.7824 -2.8203  -0.126
H -2.8504 -2.7095 -0.5842  0.086
H -2.3725 -1.7798 -2.0024  0.044
H -3.8734 -2.7253 -2.0380  0.091
H -5.2190 -2.2055 0.1720  0.087
H -5.5021 -0.4706 0.4414  0.059
H -4.1259 -1.2678 1.2122  0.072
H -4.4892 -0.8939 -3.2332  0.083
H -2.9175 -0.8168 -4.0634  0.025
H -4.1155 0.4716 -4.2919  0.089
H -1.9413 2.1576 -2.0064  0.046
H -3.3157 2.5333 -3.0610  0.087
H -1.9271 1.6067 -3.6963  0.076
C 3.3687 -2.5929 -1.8418  -0.072
C 3.2201 -1.1449 -2.2342  -0.292
O 2.1232 -0.5367 -1.5179  -0.291
P 0.6563 -0.2696 -2.0797  0.126
O -0.2745 -0.5500 -0.8809  -0.419
Te 0.1727 -1.3561 -4.0750  0.498
O 0.5634 1.3252 -2.1820  -0.305
C 1.3774 2.0288 -3.1286  -0.301
C 0.9459 3.4769 -3.1285  -0.063
H 4.2477 -3.0212 -2.3278  0.083
H 2.4914 -3.1574 -2.1632  0.069
H 3.4819 -2.6993 -0.7644  0.070
H 3.0437 -1.0412 -3.3065  0.060
H 4.0919 -0.5521 -1.9533  0.113
H 1.2448 1.5765 -4.1153  0.075
H 2.4259 1.9281 -2.8341  0.110
H -0.1060 3.5616 -3.4011  0.071
H 1.5400 4.0404 -3.8500  0.079
H 1.0827 3.9259 -2.1443  0.068
O 2.2462 -4.8150 0.6165  -0.383
Se 0.8263 -4.0999 0.6366  0.894
O 1.0777 -2.4088 0.6267  -0.500
O -0.2589 -4.4488 -0.4733  -0.388
O 0.0548 -4.3225 2.1470  -0.492
F -1.7881 -1.3057 1.2362  -0.286
Sb 0.4309 -3.4589 3.8861  1.405
F -1.4023 -3.5444 4.2720  -0.333
F 0.7432 -5.0961 4.7358  -0.340
F 0.0758 -1.7285 2.9784  -0.391
F 2.2488 -3.2857 3.4326  -0.329
F 0.7084 -2.4633 5.4587  -0.347


What did the second record say?
Formula: B5H20Sn
Source: the OMol25 dataset
Level of theory: ωB97M-V with the def2-TZVPD basis set

For the maximum force, the calculation gives 4.726 eV/A. The spin multiplicity is 1. The value obtained for the frontier orbital gap is 4.8 eV. As for the relative energy (zero: lowest compared OMol25 entry of this formula, charge and spin): 11.4966 eV. The value obtained for the total energy is -9514.0241 eV. The total charge is -3. The HOMO energy is 0.1265 hartree. As for the LUMO energy: 8.20 eV.

Each line ends with the Löwdin charge.
Atoms and positions in Å:
Sn 0.6758 0.2769 -0.9552  1.283
B 0.2073 -1.5213 0.8361  -0.480
H 0.9174 -2.3086 1.0365  -0.028
H -0.7128 -1.7157 1.3652  -0.006
H 0.5632 -0.5843 1.2356  -0.080
H -0.0189 -1.5480 -0.2186  -0.122
B 2.5997 0.3485 0.6523  -0.593
H 2.6136 -0.1285 -0.3155  -0.113
H 1.6646 0.2280 1.1771  -0.096
H 3.2952 -0.1885 1.2785  -0.052
H 2.8486 1.3969 0.5971  -0.058
B -0.6628 -1.4707 -1.9507  -0.611
H -1.1799 -0.7358 -1.3534  -0.117
H -1.3927 -1.9124 -2.6112  -0.038
H 0.0857 -0.9497 -2.5274  -0.115
H -0.1473 -2.1931 -1.3369  -0.054
B -0.1897 1.9614 0.9321  -0.581
H -0.7011 2.6218 0.2491  -0.065
H -0.6326 2.1046 1.9055  -0.024
H -0.3233 0.9266 0.6572  -0.142
H 0.8614 2.2046 0.9121  -0.076
B -2.0829 0.6295 -0.3264  -0.544
H -2.8872 0.4860 0.3785  -0.034
H -2.4167 0.1870 -1.2521  -0.053
H -1.8217 1.6723 -0.4187  -0.066
H -1.1629 0.2126 0.0532  -0.133


Question: frontier orbital gap of number 6 (C18H35F7N3O7PSSbSeSiTeTi)?
Answer: 7.7 eV